(1)
DFT (ωB97M-V/def2-TZVPD) results for C43H39IrN2O6SSe2Te2 as an isolated structure at a distorted geometry.

Last column: Löwdin spin population.
Cartesian coordinates (Å):
Ir  -0.1869  -0.8736  0.2045  1.16
O  -1.9790  -1.3492  0.8080  0.14
C  -2.6794  -0.4812  1.6628  0.01
C  -1.8136  -0.1805  2.9073  0.00
C  -0.6935  0.7921  2.6694  0.00
C  -0.3232  1.6930  3.6253  0.00
C  0.7039  2.6373  3.3856  0.01
C  1.2338  2.6615  2.0812  0.00
C  0.8362  1.7543  1.1407  0.01
C  1.3447  1.7911  -0.2713  0.01
C  2.2783  0.6082  -0.6188  0.01
O  1.6087  -0.6071  -0.5218  0.13
C  2.7837  0.6835  -2.0630  0.00
C  3.4925  -0.4212  -2.5414  0.00
C  3.9408  -0.4729  -3.8477  0.00
C  3.7003  0.5944  -4.7078  0.00
C  2.9991  1.6962  -4.2451  0.00
C  2.5404  1.7382  -2.9305  0.00
C  3.4668  0.6434  0.3491  0.00
C  3.4282  -0.0984  1.5226  0.01
C  4.4614  -0.0213  2.4454  0.00
C  5.5531  0.8009  2.2053  0.00
C  5.5990  1.5512  1.0369  0.00
C  4.5613  1.4733  0.1186  0.00
N  -0.0789  0.7500  1.4370  0.01
C  -3.0921  0.7867  0.9164  0.01
C  -3.3478  1.9869  1.5721  0.00
C  -3.7320  3.1161  0.8600  0.00
C  -3.8653  3.0607  -0.5195  0.00
C  -3.6083  1.8668  -1.1818  0.00
C  -3.2271  0.7398  -0.4694  0.01
C  -3.9058  -1.2644  2.1455  0.00
C  -5.1796  -0.7179  2.2450  0.00
C  -6.2437  -1.4802  2.7169  0.00
C  -6.0460  -2.7987  3.0948  0.00
C  -4.7745  -3.3530  2.9955  0.00
C  -3.7167  -2.5927  2.5254  0.01
H  -1.4166  -1.1463  3.2426  0.00
H  -2.4402  0.2024  3.7170  0.00
H  -0.8486  1.6727  4.5738  0.00
H  1.0256  3.3358  4.1449  0.00
H  1.9649  3.4084  1.7909  0.00
H  1.8755  2.7330  -0.4273  0.00
H  0.4990  1.7521  -0.9690  0.01
H  3.6584  -1.2622  -1.8780  0.00
H  4.4586  -1.3583  -4.1978  0.00
H  4.0441  0.5566  -5.7349  0.00
H  2.7893  2.5257  -4.9107  0.00
H  1.9752  2.5995  -2.5995  0.00
H  2.5746  -0.7304  1.7254  0.01
H  4.3952  -0.6032  3.3570  0.00
H  6.3611  0.8629  2.9255  0.00
H  6.4465  2.1979  0.8383  0.00
H  4.6068  2.0536  -0.7968  0.00
H  -3.2213  2.0536  2.6450  0.00
H  -3.9094  4.0464  1.3873  0.00
H  -4.1508  3.9453  -1.0770  0.00
H  -3.6826  1.8149  -2.2613  0.00
H  -2.9885  -0.1805  -0.9863  0.00
H  -5.3492  0.3081  1.9439  0.00
H  -7.2315  -1.0380  2.7819  0.00
H  -6.8760  -3.3947  3.4563  0.00
H  -4.6034  -4.3845  3.2794  0.00
H  -2.7306  -3.0296  2.4300  0.01
Se  0.9170  -2.9646  1.5379  0.66
Te  0.9860  -2.9698  4.0306  0.22
Te  -0.1844  -6.5439  2.3104  0.74
Se  -0.6983  -4.6621  0.8865  0.72
C  5.2743  -3.7171  3.4302  0.00
C  4.8689  -3.9624  2.0040  0.00
C  3.9941  -5.0063  1.7007  0.01
C  3.5558  -5.2065  0.4068  0.01
C  4.0025  -4.3619  -0.6031  0.00
C  4.8846  -3.3314  -0.3307  0.00
C  5.3130  -3.1383  0.9763  0.00
S  3.3272  -4.5328  -2.2241  0.00
O  3.9578  -3.5469  -3.0760  0.00
O  3.3798  -5.9014  -2.6789  0.00
N  1.7848  -4.1996  -1.8495  0.00
C  0.6898  -4.4051  -2.8045  0.00
C  0.2295  -3.1000  -3.4258  0.00
C  -0.3493  -2.0994  -2.4299  0.01
O  -0.8446  -1.0547  -2.8309  0.01
O  -0.1975  -2.4436  -1.1897  0.01
H  4.3855  -3.6818  4.0640  0.00
H  5.8091  -2.7722  3.5292  0.00
H  5.9218  -4.5174  3.7983  0.00
H  3.5984  -5.6250  2.4981  0.00
H  2.8331  -5.9811  0.1827  0.00
H  5.1946  -2.6700  -1.1285  0.00
H  5.9696  -2.3066  1.2045  0.00
H  1.6813  -3.3367  -1.3161  0.00
H  -0.1304  -4.8771  -2.2603  0.01
H  1.0211  -5.1092  -3.5691  0.00
H  -0.5261  -3.2886  -4.1920  0.00
H  1.0648  -2.5961  -3.9207  0.00

The value obtained for the orbital gap (spin up / spin down) is 3.198 / 5.139 eV. For the energy relative to the best compared isomer or geometry (same formula, charge and spin), the calculation gives 0.0 kJ/mol. As for the multiplicity: 5. The net charge is -2.


(2)
DFT (ωB97M-V/def2-TZVPD) results for C35H47Br2F4O2PSe2SiTeW as an isolated structure at a distorted geometry.

Last column: Löwdin spin population.
Cartesian coordinates (Å):
W  -17.3673  6.5395  -6.4466  0.68
F  -19.0323  -0.3781  -9.1017  0.00
C  -19.2041  0.8488  -8.5474  0.00
C  -20.3199  1.0516  -7.7171  0.00
F  -21.1987  0.0384  -7.5268  0.00
C  -20.4940  2.3224  -7.1614  0.00
F  -21.5673  2.5542  -6.3881  0.00
C  -19.5323  3.3380  -7.4041  -0.01
P  -19.5050  4.9940  -6.7005  0.01
C  -19.8903  4.5645  -4.9704  0.00
C  -19.3416  3.4284  -4.3826  0.00
C  -19.6539  3.0723  -3.0749  0.00
C  -20.6460  3.7468  -2.3952  0.00
C  -21.1562  4.9413  -2.9401  0.00
C  -20.7287  5.3755  -4.1852  0.00
C  -20.9125  5.6669  -7.6001  0.00
C  -20.7274  6.2345  -8.8766  0.00
C  -21.8425  6.6264  -9.6299  0.00
C  -23.1422  6.3915  -9.1715  0.00
C  -23.3164  5.8661  -7.9036  0.00
C  -22.2239  5.5219  -7.1041  0.00
C  -18.4884  3.0068  -8.2042  -0.02
Br  -16.3940  4.2726  -6.5637  0.09
C  -18.2653  1.8507  -8.8376  0.00
F  -17.1832  1.5799  -9.6211  0.00
H  -18.6422  2.8067  -4.9738  0.00
H  -19.1674  2.1990  -2.6281  0.00
H  -21.0536  3.3941  -1.4484  0.00
H  -21.8536  5.5756  -2.3637  0.00
H  -21.0572  6.3480  -4.5986  0.00
H  -19.7217  6.4708  -9.2302  0.00
H  -21.6898  7.2181  -10.5732  0.00
H  -24.0188  6.6649  -9.7939  0.00
H  -24.3075  5.7774  -7.4376  0.00
H  -22.4270  5.0467  -6.1406  0.00
O  -17.0719  11.0267  -4.3183  0.00
C  -18.4149  11.2475  -4.7955  0.00
C  -19.1868  9.8930  -4.6940  0.01
C  -20.5859  10.1923  -4.0626  0.01
O  -21.1187  11.3677  -4.6966  0.00
C  -19.5784  9.3153  -6.0889  0.05
Se  -18.5964  8.2592  -7.5318  0.00
C  -18.4961  8.9138  -3.7077  0.11
Se  -17.6282  6.9479  -4.1632  0.16
H  -16.5691  11.8684  -4.4025  0.00
H  -18.3741  11.6009  -5.8443  0.00
H  -18.9655  12.0175  -4.2283  0.00
H  -20.4450  10.4534  -3.0043  0.00
H  -21.2574  9.3199  -4.1177  0.00
H  -22.0568  11.2180  -5.0196  0.00
H  -20.0124  10.1382  -6.6758  0.00
H  -20.3481  8.5664  -5.9067  0.00
H  -19.1818  8.5684  -2.9316  0.00
H  -17.6438  9.3441  -3.1887  0.00
C  -13.7936  5.3159  -10.4894  0.00
C  -13.7320  6.8543  -10.7857  0.00
C  -12.9572  7.4342  -9.5760  0.02
C  -12.8967  7.1390  -12.0853  0.00
Si  -15.4716  7.6461  -10.9636  0.00
Br  -16.6736  6.4637  -9.4347  0.04
C  -16.5222  7.1776  -12.5023  0.00
C  -18.0516  7.3048  -12.3314  0.00
C  -16.1117  8.0774  -13.6976  0.00
C  -16.2326  5.6766  -12.8295  0.00
C  -15.5716  9.5198  -10.4393  0.00
C  -14.4642  10.3499  -11.1779  0.00
C  -15.4170  9.7485  -8.9324  0.01
C  -16.9787  10.1779  -10.6968  0.00
H  -12.7627  4.9734  -10.4910  0.00
H  -14.3514  4.7408  -11.2285  0.00
H  -14.1843  5.0952  -9.5162  0.00
H  -11.9511  7.0376  -9.6586  0.00
H  -13.3808  7.1603  -8.5895  0.03
H  -12.8769  8.5315  -9.5738  0.00
H  -11.8849  6.7169  -11.9805  0.00
H  -12.7826  8.2174  -12.2499  0.00
H  -13.3874  6.7690  -12.9995  0.00
H  -18.3568  8.3346  -12.0993  0.00
H  -18.4563  6.6612  -11.5546  0.00
H  -18.4820  7.0524  -13.3017  0.00
H  -16.2222  9.1440  -13.5268  0.00
H  -16.6959  7.8815  -14.5931  0.00
H  -15.0560  7.9690  -13.9644  0.00
H  -16.5659  5.0174  -12.0216  0.00
H  -15.1546  5.4738  -13.0099  0.00
H  -16.7896  5.4146  -13.7203  0.00
H  -13.4682  9.9572  -10.9719  0.00
H  -14.4984  11.3710  -10.8630  0.00
H  -14.5826  10.3569  -12.2761  0.00
H  -14.5263  9.3111  -8.4639  0.01
H  -16.2288  9.3429  -8.3226  0.00
H  -15.3738  10.8198  -8.7632  0.00
H  -17.2623  10.1805  -11.7553  0.00
H  -16.9097  11.2311  -10.3874  0.00
H  -17.7628  9.6996  -10.1348  0.00
Te  -14.8585  7.3693  -6.2823  0.78

The value obtained for the orbital gap (spin up / spin down) is 3.817 / 3.821 eV. For the energy relative to the best compared isomer or geometry (same formula, charge and spin), the calculation gives 198.4 kJ/mol. As for the multiplicity: 3.


(3)
DFT (ωB97M-V/def2-TZVPD) results for a 4-piece molecular cluster, C3H12O4S overall at a distorted geometry.

Last column: natural (NBO) charge in e.
Cartesian coordinates (Å):
C  0.7510  0.2525  -0.0952  -0.03
O  2.1371  0.5667  0.2215  -0.98
C  -0.3406  0.2057  1.0455  -0.44
C  -1.6017  -0.1079  0.3036  -0.46
S  -3.2154  0.2778  1.3254  -0.82
H  0.7168  -0.6940  -0.6988  0.10
H  0.2644  0.9155  -0.8761  0.10
H  -0.0978  -0.7117  1.6994  0.19
H  -0.1679  1.1732  1.5363  0.21
H  -1.8092  0.4291  -0.5962  0.17
H  -1.5379  -1.0920  -0.0544  0.17
H  3.3989  -1.5722  1.7402  0.44
H  2.7253  -0.2826  1.4543  0.51
O  3.2329  -0.7441  2.1798  -1.02
H  3.6704  -0.1731  -2.3410  0.43
H  3.2999  0.5066  -0.9864  0.53
O  4.1883  0.1016  -1.5554  -1.05
H  -5.0611  0.4043  -0.6649  0.51
H  -4.8951  0.2699  -2.1666  0.45
O  -5.6581  0.2746  -1.4710  -1.00

The value obtained for the orbital gap is 6.142 eV. For the energy relative to the best compared isomer or geometry (same formula, charge and spin), the calculation gives 120.8 kJ/mol. As for the multiplicity: 1. The net charge is -2.


(4)
DFT (ωB97M-V/def2-TZVPD) results for C18H17F6O3S2 as an isolated structure at a distorted geometry.

Last column: natural (NBO) charge in e.
Cartesian coordinates (Å):
C  -0.7908  0.0858  2.1001  -0.63
C  -0.1699  1.4142  1.7108  0.22
C  -0.8679  2.6094  2.3349  -0.62
C  1.3557  1.4070  1.7296  0.05
C  1.9239  2.2286  0.7257  -0.14
C  3.2659  2.1212  0.4070  -0.30
C  4.0639  1.2029  1.1088  -0.30
C  3.4989  0.3891  2.0938  -0.18
C  2.1254  0.4659  2.3797  -0.33
O  -0.0004  1.5756  0.4010  -0.91
S  -2.7241  0.3724  -1.2671  0.29
C  -1.8883  1.8605  -2.0009  0.86
F  -2.5361  2.1082  -3.1881  -0.35
F  -2.1437  2.9030  -1.1527  -0.32
F  -0.5612  1.8828  -2.2561  -0.30
H  -0.5953  -0.0450  3.1665  0.18
H  -1.8724  0.0582  1.9060  0.20
H  -0.3515  -0.7425  1.5460  0.21
H  -0.6009  2.6240  3.3982  0.18
H  -0.5466  3.5306  1.8578  0.21
H  -1.9605  2.5184  2.2135  0.19
H  1.3056  2.8194  0.0465  0.25
H  3.6208  2.7357  -0.4230  0.19
H  5.1253  1.1383  0.8746  0.18
H  4.1207  -0.3245  2.6399  0.18
H  1.6429  -0.2891  3.0017  0.20
F  -4.9295  -2.7495  -2.9367  -0.31
C  -3.9042  -1.9073  -2.8740  0.74
F  -3.0605  -2.1458  -3.9014  -0.32
F  -4.3946  -0.6560  -3.0360  -0.31
S  -3.1083  -2.2005  -1.1859  1.94
C  -1.5232  -0.7808  -1.5725  -0.45
C  -0.1872  -1.2280  -0.9997  0.00
C  1.0144  -0.6532  -1.4417  -0.17
C  2.2778  -1.1053  -1.0223  -0.20
C  2.3929  -2.2157  -0.1786  -0.20
C  1.2144  -2.8173  0.2704  -0.23
C  -0.0395  -2.3441  -0.1678  -0.22
O  -4.0633  -1.7791  -0.1981  -0.88
O  -2.5297  -3.5183  -1.1501  -0.89
H  -1.4613  -0.9403  -2.6641  0.22
H  0.9639  0.1443  -2.1723  0.22
H  3.1868  -0.5802  -1.3477  0.22
H  3.3742  -2.5960  0.1386  0.21
H  1.2542  -3.6792  0.9540  0.21
H  -0.9167  -2.8980  0.1311  0.22

The value obtained for the orbital gap is 4.956 eV. For the energy relative to the best compared isomer or geometry (same formula, charge and spin), the calculation gives 27.8 kJ/mol. As for the multiplicity: 1. The net charge is -1.